1.
{
  "formula": "C33H41Br37IN3O3P",
  "method": "wB97M-V/def2-TZVPD",
  "e_lumo_ha": -0.177,
  "homo_ev": -9.55,
  "total_charge": 1,
  "fmax_ev_per_a": 6.8,
  "gap_ev": 4.7,
  "symbols": ["C", "C", "C", "C", "C", "C", "C", "C", "C", "C", "C", "C", "C", "C", "C", "N", "C", "C", "O", "C", "C", "O", "C", "I", "C", "Br", "N", "P", "N", "O", "H", "H", "H", "H", "H", "H", "H", "H", "H", "H", "H", "H", "H", "H", "H", "H", "H", "H", "H", "H", "H", "H", "H", "H", "H", "H", "H", "H", "H", "C", "Br", "Br", "Br", "H", "C", "Br", "Br", "Br", "H", "C", "Br", "Br", "Br", "H", "C", "Br", "Br", "Br", "H", "C", "Br", "Br", "Br", "H", "C", "Br", "Br", "Br", "H", "C", "Br", "Br", "Br", "H", "C", "Br", "Br", "Br", "H", "C", "Br", "Br", "Br", "H", "C", "Br", "Br", "Br", "H", "C", "Br", "Br", "Br", "H", "C", "Br", "Br", "Br", "H"],
  "xyz": [[1.400, 4.743, 1.860], [1.225, 3.494, 2.278], [1.384, 1.889, 2.265], [0.200, 0.953, 1.770], [-1.234, 1.458, 1.249], [-1.191, 2.668, 0.176], [-2.156, 3.853, 0.782], [-1.578, 5.351, 0.449], [-3.682, 3.763, 0.224], [-4.731, 3.153, 1.329], [-4.700, 1.536, 1.379], [-5.669, 0.872, 2.221], [-7.266, 1.184, 2.077], [-5.188, -0.183, 3.382], [0.504, -0.649, 1.861], [-0.571, -1.574, 1.405], [-0.232, -2.308, 0.154], [-1.427, -3.022, -0.713], [0.940, -2.407, -0.357], [-1.066, -2.467, 2.492], [-1.676, -1.869, 3.878], [-0.991, -3.748, 2.360], [1.885, -1.184, 2.418], [2.444, -3.284, 2.607], [2.956, -0.113, 2.868], [4.691, -0.778, 3.615], [2.669, 1.325, 2.774], [3.959, 2.451, 3.350], [3.316, 3.486, 4.666], [4.419, 3.458, 2.019], [1.507, 5.816, 1.431], [-1.798, 0.579, 0.727], [-1.867, 1.689, 2.200], [-1.664, 2.344, -0.842], [-0.144, 3.080, -0.053], [-2.229, 3.808, 1.943], [-2.396, 6.090, 0.120], [-0.729, 5.217, -0.315], [-1.133, 5.795, 1.435], [-4.123, 4.809, -0.052], [-3.735, 3.148, -0.764], [-4.622, 3.653, 2.367], [-5.798, 3.447, 0.953], [-3.933, 1.004, 0.711], [-7.631, 0.517, 1.206], [-7.482, 2.285, 1.811], [-7.821, 0.961, 3.064], [-6.089, -0.366, 4.090], [-4.353, 0.265, 4.042], [-4.870, -1.157, 2.852], [-2.403, -3.005, -0.109], [-1.044, -4.073, -0.980], [-1.548, -2.339, -1.653], [-2.495, -1.101, 3.611], [-2.108, -2.728, 4.529], [-0.804, -1.346, 4.444], [3.526, 4.474, 4.409], [3.909, 3.233, 5.492], [5.405, 3.571, 2.134], [-2.820, -7.191, -1.147], [-1.435, -8.116, -2.145], [-4.278, -8.378, -0.666], [-2.103, -6.264, 0.403], [-3.234, -6.429, -1.809], [2.977, 0.393, -1.560], [2.216, 1.052, -3.221], [4.546, 1.406, -1.035], [1.659, 0.315, -0.135], [3.305, -0.632, -1.745], [2.039, 1.582, -7.447], [1.769, 1.760, -9.361], [3.748, 2.311, -6.887], [0.565, 2.342, -6.437], [2.060, 0.514, -7.227], [-2.047, 3.076, -9.795], [-2.808, 4.524, -8.749], [-2.125, 1.384, -8.848], [-2.853, 2.956, -11.556], [-0.991, 3.310, -9.942], [-3.962, -3.604, 7.064], [-3.304, -1.873, 7.645], [-5.512, -3.436, 5.907], [-2.561, -4.668, 6.242], [-4.287, -4.139, 7.957], [8.060, -1.440, -1.713], [7.299, -0.785, -3.377], [9.636, -0.433, -1.194], [6.739, -1.501, -0.289], [8.382, -2.466, -1.892], [-3.916, 2.113, 8.442], [-5.310, 0.807, 8.099], [-2.172, 1.278, 8.623], [-3.905, 3.524, 7.108], [-4.146, 2.582, 9.399], [4.756, 6.034, -5.939], [3.712, 6.884, -7.337], [6.170, 7.192, -5.286], [3.632, 5.382, -4.495], [5.237, 5.163, -6.385], [-6.245, 2.532, -9.254], [-7.006, 3.979, -8.208], [-6.324, 0.839, -8.307], [-7.051, 2.412, -11.015], [-5.190, 2.766, -9.401], [8.550, -5.570, -3.826], [9.838, -4.207, -4.327], [9.414, -7.160, -3.125], [7.208, -4.879, -2.604], [8.028, -5.866, -4.737], [4.626, -4.625, 5.783], [6.024, -5.537, 4.792], [3.175, -5.826, 6.256], [5.329, -3.696, 7.335], [4.208, -3.867, 5.120], [4.129, -7.840, -1.976], [2.633, -8.983, -2.443], [3.680, -6.637, -0.518], [5.735, -8.869, -1.609], [4.342, -7.219, -2.846]],
  "forces_ev_per_angstrom": [[-0.86, -6.53, 1.77], [2.02, 3.88, -3.23], [-1.63, -0.95, 0.38], [2.36, -1.34, 2.20], [0.37, -0.89, -0.20], [-1.21, 0.89, 0.54], [-0.51, 1.27, -0.34], [0.45, -0.53, 0.87], [-0.82, -0.03, 0.42], [-1.21, -0.50, -2.31], [-1.86, 0.34, 1.60], [1.32, 0.74, -0.57], [1.00, 0.57, 0.82], [-1.13, 0.07, -1.23], [1.53, 2.01, 1.70], [1.97, -0.36, 0.74], [2.86, -2.19, -3.49], [0.59, 1.49, 0.98], [-5.18, 0.76, 3.05], [-0.36, -4.87, 1.12], [0.62, 0.37, -1.01], [-0.45, 6.13, -0.04], [-0.12, 3.80, 0.56], [-0.76, 1.77, -0.28], [-3.08, -0.67, -1.11], [-2.14, 1.07, -0.99], [-3.34, -0.54, -1.30], [2.93, 0.82, 1.07], [0.97, -0.23, -1.71], [-0.56, -0.83, 1.94], [-0.36, -2.48, 1.25], [1.43, 1.28, 1.23], [1.17, -0.14, -1.71], [0.99, 0.36, 1.92], [-1.52, -0.81, 0.60], [0.29, -0.25, -2.02], [1.38, -1.31, 0.23], [-1.37, 0.68, 0.97], [-0.65, -0.77, -1.85], [1.15, -1.75, 0.56], [0.07, 0.90, 1.79], [0.15, -1.07, -1.66], [1.86, -0.29, 0.71], [-0.51, 0.67, 2.06], [0.51, 1.02, 1.58], [0.41, -1.79, 0.31], [0.81, 0.19, -1.71], [1.55, 0.04, -1.34], [-1.25, -0.68, -1.36], [-0.33, 1.24, 1.21], [1.47, -0.32, -1.03], [-0.77, 1.85, 0.44], [0.28, -1.35, 1.64], [1.37, -1.13, 0.52], [0.94, 1.49, -1.49], [-1.58, -0.80, -0.92], [-0.55, -0.85, 0.35], [-0.69, 0.27, -1.05], [-1.38, -0.36, -0.20], [-0.10, 0.02, -0.10], [-0.26, 0.21, 0.27], [0.35, 0.25, -0.08], [-0.14, -0.36, -0.20], [0.13, -0.26, 0.21], [0.19, -0.28, -0.70], [0.11, -0.04, 0.30], [-0.55, -0.09, -0.01], [1.78, 1.10, -2.78], [-0.05, 0.27, 0.05], [-0.02, -0.12, -0.01], [0.08, 0.03, 0.40], [-0.34, -0.16, -0.14], [0.39, -0.06, -0.13], [0.00, 0.35, -0.07], [0.25, 0.02, -0.07], [0.07, -0.34, -0.20], [-0.21, 0.32, -0.27], [0.08, 0.01, 0.44], [-0.31, -0.08, 0.08], [-0.02, -0.06, 0.19], [0.06, -0.69, -0.28], [0.36, 0.02, 0.18], [-0.29, 0.08, 0.18], [0.11, 0.16, -0.30], [0.17, -0.04, -0.12], [0.13, -0.12, 0.43], [-0.41, -0.18, -0.10], [0.27, -0.08, -0.23], [-0.12, 0.32, 0.05], [-0.20, 0.07, 0.10], [0.14, 0.63, 0.08], [-0.28, 0.17, -0.07], [0.03, -0.34, 0.23], [0.10, -0.15, -0.31], [0.06, -0.06, -0.11], [0.21, -0.18, 0.35], [-0.34, -0.23, -0.12], [0.19, 0.16, -0.22], [-0.17, 0.28, 0.14], [0.12, 0.03, -0.07], [0.14, -0.33, -0.22], [-0.03, 0.35, -0.19], [0.15, 0.02, 0.42], [-0.31, -0.06, 0.05], [0.06, -0.16, -0.19], [-0.29, -0.23, 0.20], [-0.20, 0.41, -0.11], [0.17, -0.18, -0.15], [0.15, 0.11, 0.30], [-0.03, 0.06, -0.05], [-0.31, 0.20, 0.21], [0.32, 0.26, -0.12], [-0.14, -0.21, -0.32], [0.12, -0.22, 0.23], [0.07, 0.00, -0.16], [0.31, 0.21, 0.14], [0.11, -0.23, -0.25], [-0.40, 0.27, -0.03], [-0.06, -0.18, 0.30]]
}


2.
{
  "formula": "C23H24InN6O2S",
  "method": "wB97M-V/def2-TZVPD",
  "e_lumo_ha": -0.357,
  "homo_ev": -17.01,
  "e_above_lowest_kj_mol": 14.24,
  "total_charge": 3,
  "fmax_ev_per_a": 0.9,
  "gap_ev": 7.3,
  "symbols": ["In", "O", "C", "O", "C", "C", "C", "C", "C", "C", "N", "C", "C", "C", "C", "C", "C", "N", "H", "H", "H", "H", "H", "H", "H", "H", "H", "H", "C", "C", "N", "C", "C", "N", "H", "H", "H", "H", "H", "H", "C", "C", "C", "C", "N", "C", "S", "N", "C", "H", "H", "H", "H", "H", "H", "H", "H"],
  "xyz": [[-0.697, -0.069, 0.994], [5.900, -1.174, -3.471], [4.630, -0.805, -3.453], [4.027, -0.547, -4.453], [3.909, -0.710, -2.112], [4.505, -0.769, -0.858], [3.742, -0.691, 0.296], [2.357, -0.556, 0.204], [1.771, -0.437, -1.060], [2.530, -0.522, -2.202], [1.496, -0.506, 1.317], [1.788, -0.821, 2.521], [0.798, -0.699, 3.591], [1.135, -0.972, 4.907], [0.173, -0.806, 5.898], [-1.096, -0.385, 5.538], [-1.368, -0.141, 4.197], [-0.440, -0.288, 3.254], [6.307, -1.366, -2.622], [5.579, -0.851, -0.746], [4.234, -0.713, 1.260], [0.692, -0.272, -1.136], [2.099, -0.437, -3.191], [2.772, -1.192, 2.798], [2.135, -1.306, 5.154], [0.416, -0.997, 6.934], [-1.872, -0.246, 6.278], [-2.349, 0.184, 3.874], [1.436, 2.991, 0.823], [-0.045, 3.092, 0.829], [-0.937, 2.097, 0.844], [-2.208, 2.662, 0.857], [-2.073, 4.007, 0.855], [-0.720, 4.248, 0.835], [1.754, 1.982, 0.581], [1.841, 3.266, 1.799], [1.864, 3.672, 0.088], [-3.105, 2.066, 0.870], [-2.808, 4.794, 0.863], [-0.299, 5.166, 0.823], [-4.165, -3.207, -3.666], [-3.418, -2.221, -2.855], [-3.188, -0.914, -3.217], [-2.425, -0.086, -2.387], [-1.954, -0.540, -1.209], [-2.221, -1.792, -0.847], [-1.648, -2.350, 0.670], [-2.912, -2.622, -1.654], [-2.098, 1.305, -2.782], [-4.231, -2.886, -4.702], [-5.186, -3.307, -3.284], [-3.709, -4.197, -3.622], [-3.580, -0.533, -4.149], [-3.065, -3.580, -1.358], [-1.582, 1.306, -3.745], [-1.480, 1.795, -2.034], [-3.013, 1.882, -2.935]],
  "forces_ev_per_angstrom": [[0.51, 0.08, 0.36], [0.30, -0.02, -0.32], [-0.31, 0.16, 0.29], [0.10, -0.06, -0.02], [-0.08, -0.03, -0.08], [0.05, 0.02, -0.05], [-0.22, 0.01, 0.22], [0.62, -0.10, -0.61], [-0.20, 0.03, 0.48], [0.14, 0.01, -0.11], [-0.84, 0.17, 0.12], [0.15, -0.01, -0.19], [-0.05, -0.01, 0.46], [0.05, 0.00, -0.20], [-0.11, 0.05, 0.00], [0.05, -0.03, 0.03], [0.05, 0.00, 0.05], [-0.16, 0.12, -0.51], [-0.12, -0.02, 0.14], [-0.01, -0.03, -0.01], [0.04, -0.04, -0.03], [0.11, -0.09, -0.13], [-0.03, 0.00, 0.01], [0.03, 0.03, -0.06], [0.00, 0.01, -0.01], [0.00, -0.03, 0.00], [-0.01, 0.00, -0.01], [-0.02, -0.01, 0.04], [0.00, 0.07, 0.07], [-0.04, 0.05, 0.03], [-0.04, -0.89, -0.04], [-0.01, 0.14, 0.02], [-0.15, -0.12, -0.02], [0.00, -0.01, -0.02], [0.03, 0.00, -0.04], [-0.01, -0.02, 0.00], [0.00, -0.02, -0.02], [-0.02, 0.04, -0.01], [0.04, 0.02, 0.01], [0.06, 0.00, 0.00], [-0.20, -0.17, -0.01], [0.08, 0.19, -0.06], [0.07, 0.04, 0.08], [-0.12, -0.10, -0.10], [-0.04, 0.21, 0.01], [0.04, -0.30, 0.08], [0.05, 0.35, 0.21], [0.02, 0.21, -0.07], [0.01, 0.11, -0.07], [0.03, 0.00, -0.01], [0.02, 0.05, 0.03], [0.06, 0.03, -0.02], [0.04, -0.04, -0.03], [0.00, -0.03, 0.04], [0.04, -0.02, 0.02], [0.01, 0.02, -0.01], [-0.02, -0.02, 0.05]]
}